An isolated ion of composition C4H6NO and charge +1 at a distorted geometry. Source: OMol25; level of theory: ωB97M-V with the def2-TZVPD basis set.

Results
**Lowest unoccupied orbital energy (spin up / spin down)**: -4.53 / -8.81 eV
**HOMO (spin up / spin down)**: -12.4 / -16.4 eV
**Strongest force on any atom**: 6.4 eV/A
**Orbital gap (spin up / spin down)**: 7.8 / 7.6 eV
**Calculated total energy**: -285.52768 Eh
**Energy above the lowest of the compared OMol25 structures with the same formula, charge and spin**: 36.16 kcal/mol
**<S²>**: 2.01

ORCA input file:
```
! wB97M-V def2-TZVPD RIJCOSX def2/J DEFGRID3
* xyz 1 3
C -0.41 -0.20 -0.30
C -2.64 0.15 0.47
C -1.80 -0.45 -0.42
C 2.07 0.32 -0.35
N 0.65 0.32 -0.20
O 2.69 -0.68 0.35
H -3.73 0.06 0.60
H -2.17 0.54 1.31
H -2.09 -1.10 -1.19
H 2.20 1.39 -0.09
H 2.32 0.19 -1.41
H 2.93 -0.54 1.23
*
```